C9H9NO5 | ωB97M-V/def2-TZVPD

Last column: natural (NBO) charge in e.
Element x y z (Å)
C  -2.57677  3.35212  0.14095  -0.36
C  -3.63162  2.45010  0.35345  -0.39
C  -1.35420  2.69424  0.16812  -0.16
C  -2.96698  1.23655  0.54521  -0.14
C  1.91046  -1.00536  2.27990  0.77
C  -0.49149  -1.97299  1.42237  0.80
C  2.28503  -2.22274  -0.88270  -0.61
C  1.39183  -1.06242  -0.21354  -0.42
C  0.80608  -1.48668  1.17455  0.06
N  -1.59713  1.34602  0.36766  0.04
O  1.81387  -1.45871  3.42032  -0.75
O  0.46242  -2.94212  1.38857  -0.54
O  2.89271  -0.47414  1.71842  -0.79
O  -1.66573  -1.99042  1.58506  -0.59
O  -0.66144  0.42563  0.48975  -0.70
H  -2.64357  4.47152  0.15105  0.17
H  -4.63140  2.71628  0.37615  0.18
H  -0.34286  2.98147  0.12871  0.19
H  -3.44357  0.28098  0.58614  0.19
H  3.05287  -2.58086  -0.22475  0.21
H  2.69706  -1.97574  -1.83854  0.18
H  1.55298  -3.02886  -1.26622  0.18
H  0.58288  -0.66560  -0.88457  0.23
H  2.06937  -0.34698  0.02557  0.25

## Properties
Highest occupied orbital energy ... -0.034 eV
Frontier orbital gap ... 6.180 eV
E ... -779.17449 Ha
Net charge ... -2

=====

C5H12NS | ωB97M-V/def2-TZVPD

Last column: natural (NBO) charge in e.
Element x y z (Å)
C  -0.23197  -2.40751  -0.10890  -0.28
C  0.59874  -1.45332  -0.56976  -0.28
C  1.04357  -0.39096  0.34686  -0.15
S  2.66265  0.33893  0.17654  0.09
N  -0.11540  0.89228  0.19987  -0.38
C  -0.19195  1.33485  -1.20146  -0.46
C  -1.36636  0.55759  0.93839  -0.41
H  -0.72934  -3.14825  -0.69844  0.23
H  -0.35869  -2.73057  0.99418  0.22
H  0.88525  -1.20559  -1.54207  0.22
H  1.01502  -0.81723  1.28860  0.22
H  2.45660  1.33620  1.02526  0.13
H  0.19035  1.75970  0.58532  0.43
H  0.06723  0.67278  -2.03127  0.25
H  -1.23191  1.71800  -1.34982  0.24
H  0.39219  2.17366  -1.44085  0.24
H  -1.85955  1.36083  1.44177  0.24
H  -2.04444  0.18381  0.31146  0.22
H  -1.18199  -0.17521  1.63431  0.23

## Properties
Highest occupied orbital energy ... -13.866 eV
Frontier orbital gap ... 10.254 eV
E ... -650.30429 Ha
Net charge ... +1

=====

C5H6O | ωB97M-V/def2-TZVPD

Last column: natural (NBO) charge in e.
Element x y z (Å)
C  -1.04574  1.87929  0.50605  -0.24
C  -0.40914  0.86303  0.61498  0.02
C  0.25867  -0.45967  0.46507  -0.40
C  -0.61673  -1.19786  -0.57595  -0.58
C  1.65310  -0.00261  0.05586  0.43
O  1.78438  1.13027  -0.33461  -0.49
H  -1.67125  2.74288  0.47144  0.24
H  0.33494  -1.11555  1.35409  0.24
H  -1.56075  -1.43749  -0.07447  0.22
H  -0.84723  -0.50784  -1.39008  0.23
H  -0.19661  -2.12196  -0.98212  0.21
H  2.55146  -0.62800  0.19554  0.13

## Properties
Highest occupied orbital energy ... -9.842 eV
Frontier orbital gap ... 10.644 eV
E ... -269.25555 Ha
Net charge ... 0

=====

CH2F2N2 | ωB97M-V/def2-TZVPD

Last column: natural (NBO) charge in e.
Element x y z (Å)
C  0.23620  -0.36028  -0.99932  0.96
N  0.18878  0.35131  0.07186  -0.61
N  -0.35369  0.57670  1.97994  -0.42
F  0.05962  0.05660  -2.26807  -0.31
F  0.40720  -1.65844  -1.08868  -0.28
H  0.12821  1.30490  -0.21262  0.39
H  -0.66632  -0.27079  2.51688  0.25

## Properties
Highest occupied orbital energy (alpha / beta) ... -9.108 / -9.302 eV
Frontier orbital gap (alpha / beta) ... 9.198 / 9.116 eV
E ... -348.35746 Ha
Net charge ... 0

=====

C4H15N3O | ωB97M-V/def2-TZVPD

Last column: natural (NBO) charge in e.
Element x y z (Å)
C  -0.72278  0.18019  0.39360  -0.24
C  0.40217  1.32850  0.43922  -0.43
C  1.76968  0.87610  0.19645  -0.22
N  1.28885  -1.45903  -1.67868  -0.77
C  1.68469  -0.21540  -2.08436  0.39
N  1.89747  0.85733  -1.31840  -0.51
N  -1.96074  0.69519  1.00907  -0.72
H  -0.71054  -0.08962  -0.71643  0.25
H  -0.28190  -0.57861  1.11021  0.24
H  0.23653  2.03631  -0.32134  0.23
H  0.26344  1.80010  1.36649  0.23
H  1.98548  -0.19508  0.35708  0.20
H  2.68785  1.49450  0.46119  0.28
H  1.08295  -2.23052  -2.31289  0.46
H  1.36429  -1.84117  -0.68198  0.44
H  1.99725  -0.02734  -3.11912  0.26
H  2.45722  1.64302  -1.59903  0.45
H  -1.98709  1.29595  1.86305  0.47
H  -2.59608  -0.12920  1.24356  0.49
H  -2.51595  1.20836  0.30384  0.45
H  -2.53079  -2.59558  2.45996  0.55
H  -3.14421  -2.16952  0.95264  0.50
O  -2.66779  -1.88448  1.67589  -1.01

## Properties
Highest occupied orbital energy ... -18.754 eV
Frontier orbital gap ... 11.797 eV
E ... -400.27270 Ha
Net charge ... +2

=====

C20H12AsF6N2O4SZn | ωB97M-V/def2-TZVPD

Last column: natural (NBO) charge in e.
Element x y z (Å)
Zn  -0.02527  0.02903  0.69480  1.73
O  0.12546  1.67709  -3.45723  -0.65
C  -0.07979  1.24001  -2.21797  0.79
O  0.06286  0.08677  -1.88061  -0.62
C  -0.49964  2.30954  -1.26579  0.07
C  -0.60583  3.65060  -1.56228  -0.18
C  -0.92735  4.52029  -0.52211  -0.15
C  -1.11613  4.02795  0.75514  -0.17
C  -0.97636  2.66103  0.96369  0.13
N  -0.70024  1.84330  -0.03816  -0.56
C  -1.08360  2.00424  2.34389  0.74
O  -1.54956  2.66211  3.24965  -0.61
O  -0.68085  0.77863  2.38315  -0.90
H  0.44515  0.92896  -3.98406  0.51
H  -0.41495  4.00437  -2.56417  0.24
H  -1.00392  5.58193  -0.71442  0.23
H  -1.34286  4.65813  1.60275  0.26
S  -1.47632  -4.14296  -0.27878  0.46
C  -2.78188  -3.19095  0.34854  -0.25
C  -4.12167  -3.53748  0.49259  -0.20
C  -4.97258  -2.59632  1.03466  -0.20
C  -4.49897  -1.34097  1.43523  -0.19
C  -3.17163  -0.99700  1.29295  -0.22
C  -2.30689  -1.93555  0.73091  0.19
N  -0.94400  -1.76323  0.49606  -0.64
C  -0.39435  -2.82978  -0.01386  0.10
C  1.02948  -2.91098  -0.32059  -0.17
C  1.62850  -4.04092  -0.88890  -0.18
C  2.99061  -4.05221  -1.13325  -0.22
C  3.77912  -2.95006  -0.82021  -0.16
C  3.21431  -1.80357  -0.25613  -0.31
C  1.87157  -1.85934  -0.04237  0.17
H  -4.48411  -4.51098  0.19202  0.23
H  -6.01975  -2.83607  1.16008  0.22
H  -5.18579  -0.63074  1.87498  0.23
H  -2.79124  -0.04577  1.63880  0.25
H  1.02811  -4.90920  -1.13649  0.22
H  3.44458  -4.93056  -1.57126  0.23
H  4.84382  -2.97003  -1.01350  0.23
H  3.80735  -0.93331  -0.01339  0.28
F  1.75551  1.00167  0.34115  -0.72
As  3.20189  2.08653  0.65304  2.85
F  2.41713  3.20384  -0.41689  -0.63
F  2.30600  2.73209  1.97172  -0.61
F  4.53208  3.12217  0.91013  -0.60
F  3.83606  0.83669  1.65884  -0.62
F  3.94107  1.33002  -0.71792  -0.62

## Properties
Highest occupied orbital energy (alpha / beta) ... -9.558 / -9.498 eV
Frontier orbital gap (alpha / beta) ... 8.467 / 7.747 eV
E ... -6192.51144 Ha
Net charge ... 0
2S+1 ... 2

=====

C3H4F2 | ωB97M-V/def2-TZVPD

Last column: natural (NBO) charge in e.
Element x y z (Å)
C  1.91791  -0.41764  0.01167  -0.69
C  0.39822  -0.07484  -0.02317  0.26
F  0.20460  1.19493  0.06163  -0.33
C  -0.79823  -0.67245  0.01113  0.18
F  -1.87076  -0.05501  -0.06166  -0.29
H  2.27045  0.59255  -0.66654  0.25
H  2.24272  -0.55562  1.08387  0.25
H  2.20641  -1.38620  -0.80305  0.24
H  -0.83156  -1.92042  0.38824  0.14

## Properties
Highest occupied orbital energy ... -8.906 eV
Frontier orbital gap ... 9.864 eV
E ... -316.31118 Ha
Net charge ... 0

=====

Question: Which of these has the lowest net charge?
Answer: C9H9NO5